A structure of composition C30H23BiF2NO3PS, computed with wB97M-V/def2-TZVPD.

```
62
Properties=species:S:1:pos:R:3:nbo_charge:R:1
Bi 1.31475 -0.43948 0.95814 1.500
C -1.56805 1.60272 4.50434 -0.216
C -1.74695 0.37152 3.89584 -0.207
C -1.72195 0.26312 2.51474 -0.269
C -1.51635 1.39192 1.72744 -0.262
C -1.36135 2.63312 2.34714 -0.226
C -1.39375 2.73662 3.72464 -0.209
P -1.22655 1.35252 -0.07366 0.892
C -2.75085 2.10762 -0.73566 -0.348
C -2.94415 2.01882 -2.11546 -0.195
C -4.04975 2.60092 -2.70616 -0.212
C -4.95805 3.30712 -1.93286 -0.212
C -4.75325 3.42502 -0.56986 -0.227
C -3.65685 2.82992 0.02974 -0.145
C -1.45975 -0.40728 -0.53096 -0.384
C -2.57435 -0.92598 -1.18146 -0.201
C -2.51195 -2.15608 -1.81016 -0.205
C -1.32455 -2.86488 -1.82456 -0.229
C -0.21735 -2.37078 -1.14846 -0.181
C -0.28525 -1.16158 -0.49046 -0.349
H -1.56625 1.68322 5.58324 0.212
H -1.89975 -0.50878 4.50614 0.207
H -1.87625 -0.70278 2.05134 0.215
H -1.18645 3.49662 1.72204 0.254
H -1.26865 3.70182 4.19674 0.214
H -2.22125 1.48152 -2.71646 0.221
H -4.20285 2.51492 -3.77246 0.212
H -5.81785 3.77032 -2.39306 0.211
H -5.45095 3.98362 0.03554 0.210
H -3.50875 2.92072 1.09574 0.210
H -3.49605 -0.36388 -1.19376 0.226
H -3.38565 -2.54708 -2.30946 0.214
H -1.25545 -3.80608 -2.34866 0.211
H 0.70025 -2.93638 -1.17336 0.191
F 5.41335 0.70912 -2.57476 -0.310
C 4.76845 -0.25418 -1.89936 0.447
C 3.68915 0.06782 -1.09656 -0.310
C 3.02645 -0.93088 -0.41196 -0.301
C 3.43315 -2.27338 -0.52476 -0.163
C 4.55005 -2.54368 -1.32826 0.432
F 5.03215 -3.79868 -1.46586 -0.326
C 5.22535 -1.55528 -2.01626 -0.358
C 2.65355 -3.29708 0.17564 0.213
C 2.74845 -4.67218 -0.07206 -0.235
C 1.91415 -5.54498 0.59564 -0.136
C 0.99315 -5.05108 1.50934 -0.256
C 0.95075 -3.68358 1.69724 0.072
N 1.75065 -2.84638 1.05894 -0.515
H 3.34825 1.08742 -1.03236 0.258
H 6.08105 -1.79668 -2.62896 0.248
H 3.43155 -5.06348 -0.80396 0.246
H 1.97655 -6.60278 0.39374 0.226
H 0.31225 -5.70468 2.02964 0.232
H 0.23035 -3.23008 2.36144 0.207
C 2.62445 4.13052 -0.15446 -0.861
S 1.30215 2.90242 -0.34496 2.419
O 1.36375 2.34602 -1.66956 -0.983
O 0.10385 3.64072 -0.00176 -0.994
O 1.66295 1.85892 0.69294 -1.075
H 2.36385 4.96442 -0.79236 0.239
H 3.57425 3.70672 -0.44496 0.225
H 2.61805 4.43232 0.88254 0.235
```

The HOMO energy is -7.293 eV. The LUMO energy is -0.46 eV. The total energy comes out at -70513.961 eV. As for the net charge: 0. The gap between HOMO and LUMO is 6.84 eV.

A structure of composition C30H23ClN10O9Ti, computed with wB97M-V/def2-TZVPD.

```
74
Properties=species:S:1:pos:R:3:lowdin_charge:R:1
Ti 0.48103 0.33811 0.31119 1.029
O -2.23042 -2.06986 2.92077 0.050
C -2.01904 -3.25495 2.31742 -0.273
C -2.51856 -4.40131 2.93485 -0.035
C -2.32705 -5.64670 2.36228 -0.124
C -1.62801 -5.76589 1.16504 -0.125
C -1.13203 -4.62717 0.55234 -0.042
C -1.32124 -3.36014 1.10147 -0.077
C -0.78128 -2.16079 0.42762 -0.450
O -0.79744 -1.01194 1.08865 -0.218
N -0.27735 -2.23954 -0.75966 0.092
N 0.21945 -1.00757 -1.12135 -0.154
C 0.47621 -0.87982 -2.45972 -0.150
C 0.74315 0.36611 -3.04303 -0.199
C 1.14418 0.50397 -4.39802 -0.089
C 1.39854 1.73660 -4.97775 -0.176
C 1.27561 2.91416 -4.25000 -0.158
C 0.86989 2.82097 -2.90714 -0.051
C 0.60160 1.60205 -2.32408 -0.330
O 0.14242 1.56293 -1.05878 -0.228
H -1.70939 -1.40419 2.39320 0.073
H -3.05124 -4.28101 3.86936 0.106
H -2.71952 -6.52879 2.85529 0.086
H -1.46913 -6.73770 0.71320 0.083
H -0.58273 -4.68271 -0.37816 0.103
H 0.52639 -1.79823 -3.03586 0.089
H 1.25649 -0.39974 -4.99024 0.086
H 1.70773 1.77197 -6.01881 0.073
H 1.47965 3.87828 -4.69844 0.064
H 0.74944 3.70259 -2.28988 0.105
O -1.93266 3.04716 5.11271 0.103
C -2.92027 3.08290 4.23541 -0.521
O -4.00529 3.54928 4.50690 0.044
C -2.61091 2.53569 2.89141 -0.045
C -3.47554 2.48255 1.80692 -0.566
Cl -5.12817 2.89807 1.69874 0.761
N -2.80622 1.93576 0.75840 -0.033
N -1.56320 1.60902 1.12738 0.133
C -1.41784 1.95700 2.38465 -0.098
C -0.07134 1.66345 2.99484 -0.504
O 0.12537 2.00185 4.17816 0.047
O 0.74234 1.08581 2.22748 -0.084
C -3.14109 1.73342 -0.62389 -0.178
C -2.68463 0.56534 -1.21065 0.005
C -2.84036 0.40221 -2.57858 -0.050
C -3.46820 1.38579 -3.33016 -0.084
C -3.92859 2.54645 -2.72230 -0.093
C -3.75027 2.73848 -1.35940 -0.040
H -1.08682 2.64960 4.71713 0.029
H -2.16233 -0.18178 -0.62515 0.096
H -2.42327 -0.48218 -3.04035 0.107
H -3.56690 1.26328 -4.40171 0.096
H -4.39033 3.32876 -3.31060 0.093
H -4.04142 3.66686 -0.89506 0.093
N 4.16633 -3.80739 1.22987 0.109
N 3.39670 -2.72974 1.64073 -0.294
N 3.83524 -1.82431 2.50392 0.131
C 2.88326 -0.91692 2.40878 -0.179
N 1.93860 -1.26114 1.50684 -0.001
N 2.27722 -2.41623 1.03491 0.118
H 3.62506 -4.64433 1.41806 0.082
H 4.25101 -3.69545 0.22244 0.084
H 2.84675 0.00884 2.95299 0.112
O 2.28869 2.94404 0.44581 0.044
C 2.97799 2.05945 -0.02019 -0.502
C 4.44190 2.27524 -0.40547 -0.097
C 4.87421 0.92253 -0.92837 -0.100
C 3.65309 0.03171 -0.69272 -0.495
O 3.69732 -1.17418 -0.89368 0.006
N 2.58901 0.75137 -0.22792 0.072
H 4.98664 2.60025 0.48254 0.110
H 4.48309 3.08258 -1.13780 0.112
H 5.71605 0.48103 -0.39206 0.107
H 5.11245 0.90823 -1.99273 0.113
```

The HOMO energy (spin up / spin down) is 0.748 / 0.741 eV. The LUMO energy (spin up / spin down) is 4.29 / 4.29 eV. As for the energy above the lowest of the compared OMol25 structures with the same formula, charge and spin: 0.0 kcal/mol. The total energy comes out at -100454.607 eV. As for the net charge: -2. The gap between HOMO and LUMO (spin up / spin down) is 3.54 / 3.55 eV.

A structure of composition C30H23IN4O2SV, computed with wB97M-V/def2-TZVPD.

```
62
Properties=species:S:1:pos:R:3:nbo_charge:R:1
V 1.12588 -0.60318 -0.03993 1.257
C 0.64697 -4.62914 -1.94769 -0.661
C -0.45651 -4.15918 -1.06114 0.235
N -1.58000 -4.87478 -1.02997 -0.324
C -2.57880 -4.53764 -0.22423 0.082
C -2.57324 -3.44356 0.64375 0.013
C -3.75692 -3.15646 1.53981 -0.104
O -3.34073 -2.87112 2.86675 -0.736
C -1.42706 -2.64098 0.61369 -0.156
C -1.19011 -1.58508 1.57403 0.240
N -0.20689 -0.75819 1.47092 -0.466
C 0.14731 0.10899 2.55654 0.121
C -0.74324 1.02311 3.10066 -0.218
C -0.33305 1.80684 4.16979 -0.154
C 0.95644 1.69065 4.67440 -0.144
C 1.85610 0.78329 4.12689 -0.210
C 1.44047 -0.00703 3.06841 -0.220
I 2.70377 -1.46133 2.23909 0.533
C -0.39225 -3.02045 -0.25798 0.239
O 0.74780 -2.25639 -0.27102 -0.470
H 0.23729 -4.86816 -2.92811 0.269
H 1.06426 -5.55040 -1.53788 0.273
H 1.44484 -3.89715 -2.05447 0.218
H -3.44807 -5.18586 -0.26255 0.235
H -4.45410 -3.99304 1.50054 0.223
H -4.29652 -2.28096 1.16946 0.207
H -3.51894 -3.62368 3.44181 0.510
H -1.81664 -1.56055 2.46496 0.286
H -1.74877 1.10154 2.70601 0.239
H -1.02435 2.50762 4.61766 0.259
H 1.26542 2.30233 5.51128 0.264
H 2.85027 0.68554 4.54261 0.261
S 2.30335 -0.51144 -4.26053 0.616
C 0.72416 -1.17210 -4.22236 -0.328
C 0.15323 -1.16300 -2.98078 -0.305
C 1.05134 -0.58494 -2.05951 -0.045
C 2.23872 -0.15447 -2.58911 -0.314
C 3.18834 0.55818 -1.76176 0.220
C 4.33053 1.21238 -2.18618 -0.207
C 5.05481 1.94943 -1.26382 -0.059
C 4.60871 2.03116 0.05190 -0.229
C 3.48255 1.33033 0.41708 0.085
N 2.79259 0.57899 -0.46426 -0.501
H 0.29572 -1.55607 -5.13668 0.285
H -0.83367 -1.54679 -2.76921 0.259
H 4.63747 1.16018 -3.22192 0.264
H 5.95024 2.47400 -1.57064 0.268
H 5.13253 2.62555 0.78652 0.269
H 3.10388 1.36787 1.42896 0.223
N -0.01183 0.94641 -0.42507 -0.510
C -0.66105 1.88336 -0.63713 0.602
C -1.42006 3.02369 -0.93461 -0.202
C -1.21793 3.67024 -2.16703 -0.125
C -1.96989 4.78894 -2.45629 -0.198
C -2.90563 5.25136 -1.53375 -0.079
C -3.10481 4.60878 -0.31286 -0.199
C -2.36409 3.48972 -0.00112 -0.130
H -0.48935 3.29395 -2.87247 0.237
H -1.83544 5.30511 -3.39629 0.259
H -3.49261 6.12940 -1.77024 0.257
H -3.83844 4.98738 0.38466 0.257
H -2.50401 2.97680 0.94040 0.226
```

The HOMO energy (spin up / spin down) is -17.109 / -17.108 eV. The LUMO energy (spin up / spin down) is -11.27 / -11.28 eV. As for the energy above the lowest of the compared OMol25 structures with the same formula, charge and spin: 7.8 kcal/mol. The total energy comes out at -86134.523 eV. As for the net charge: +3. The gap between HOMO and LUMO (spin up / spin down) is 5.84 / 5.83 eV.

A structure of composition C30H24CeClNO3PS, computed with wB97M-V/def2-TZVPD.

```
62
Properties=species:S:1:pos:R:3:lowdin_charge:R:1
C -1.13650 -1.36485 1.29294 -0.120
C -1.03599 -1.93918 -0.07562 -0.119
C 0.42031 -2.13835 -0.37628 -0.113
H -1.81462 -2.08457 -0.73689 0.097
C 1.18923 -1.73520 0.82078 -0.087
C 0.24937 -1.20970 1.82792 -0.120
H 0.50674 -0.78623 2.73583 0.103
H -2.00378 -1.04253 1.75731 0.107
H 0.81419 -2.46094 -1.27493 0.105
H 2.22414 -1.67481 0.87814 0.109
Ce -0.04067 0.13629 -0.03790 0.771
Cl 1.90650 1.29058 -0.44976 0.418
P 0.11575 0.34710 -3.80979 1.079
C 1.21578 -0.71121 -4.82666 -0.385
C 0.79781 -1.42846 -5.95140 -0.077
H -0.23591 -1.37677 -6.26652 0.104
C 1.70155 -2.20560 -6.66913 -0.066
H 1.36021 -2.75735 -7.53763 0.111
C 3.03408 -2.27219 -6.28083 -0.070
H 3.73616 -2.87744 -6.84343 0.110
C 3.46129 -1.56248 -5.16286 -0.076
H 4.49866 -1.61371 -4.85032 0.109
C 2.56216 -0.79790 -4.43480 -0.108
H 2.89403 -0.25820 -3.55666 0.095
C -1.53280 -0.08187 -4.48965 -0.389
C -2.17150 -1.21081 -3.95281 -0.122
H -1.68404 -1.77085 -3.16354 0.079
C -3.41151 -1.61192 -4.42603 -0.078
H -3.88910 -2.49026 -4.00520 0.108
C -4.04884 -0.88447 -5.42668 -0.069
H -5.02308 -1.19336 -5.78888 0.111
C -3.43263 0.24304 -5.95510 -0.060
H -3.92308 0.81646 -6.73330 0.112
C -2.18114 0.64159 -5.49419 -0.070
H -1.70573 1.51629 -5.91762 0.105
C 0.40171 1.99589 -4.56262 -0.380
C 1.10452 2.20585 -5.75278 -0.075
H 1.51931 1.36055 -6.28601 0.104
C 1.27188 3.49203 -6.25626 -0.065
H 1.82148 3.63763 -7.17934 0.111
C 0.73479 4.58397 -5.58534 -0.068
H 0.86584 5.58498 -5.98134 0.110
C 0.03348 4.38663 -4.40010 -0.071
H -0.38389 5.23497 -3.86805 0.111
C -0.12412 3.10863 -3.88577 -0.105
H -0.65769 2.95941 -2.95536 0.094
O -1.38198 0.05586 3.67041 0.018
C -1.02422 1.19476 3.27237 -0.475
N -0.57165 1.47710 2.00959 -0.150
S -0.30781 3.20333 1.84138 0.716
O 1.06136 3.33796 1.39874 -0.356
O -1.30865 3.62914 0.88356 -0.299
C -0.60735 3.49611 3.63188 -0.182
C -0.44263 4.66380 4.37561 -0.024
C -0.69515 4.61706 5.75194 -0.042
C -1.10723 3.42034 6.35631 -0.041
C -1.26403 2.26508 5.59735 0.019
C -1.00247 2.31921 4.22339 -0.146
H -0.11085 5.58002 3.89371 0.125
H -0.56120 5.51427 6.35826 0.118
H -1.29175 3.39067 7.43408 0.120
H -1.56263 1.32610 6.06640 0.131
```

The HOMO energy is -11.241 eV. The LUMO energy is -5.30 eV. The total energy comes out at -84698.597 eV. As for the net charge: +1. The gap between HOMO and LUMO is 5.94 eV.

Quick rundown of F_max, same order as above: 1.3; 1.4; 0.7; 11.1 eV/Å